No. 1
The following is a DFT calculation (wB97M-V/def2-TZVPD) of C3H6N2O in the gas phase.

- strongest force on any atom (eV/Å) = 0.3
- total energy (a.u.) = -302.5710

Last column: Mulliken charge in e.
Cartesian coordinates (Å):
N (2.101, 0.263, -0.686)  -0.38
C (0.893, 0.185, -0.059)  0.68
O (0.821, 0.316, 1.188)  -0.63
N (-0.174, 0.027, -0.869)  -0.66
C (-1.284, -0.663, -0.205)  -0.23
C (-1.361, 0.381, 0.787)  -0.22
H (2.183, -0.049, -1.638)  0.23
H (2.925, 0.306, -0.111)  0.23
H (-2.123, -0.709, -0.903)  0.27
H (-1.057, -1.656, 0.199)  0.23
H (-1.674, 1.361, 0.444)  0.28
H (-1.251, 0.237, 1.852)  0.21

No. 2
The following is a DFT calculation (wB97M-V/def2-TZVPD) of C22H50N6O18S3 as an isolated structure.

- strongest force on any atom (eV/Å) = 1.6
- total energy (a.u.) = -3746.0199
- charge = -2

Last column: Mulliken charge in e.
Cartesian coordinates (Å):
S (-0.307, 0.134, -0.078)  0.16
O (-1.585, -0.469, -0.549)  -1.54
O (-0.586, 0.820, 1.211)  -1.46
O (0.714, -0.914, 0.115)  -0.44
O (0.133, 1.148, -1.074)  -0.59
C (-0.685, -3.924, 1.332)  -0.52
C (0.755, -4.202, 1.662)  0.73
O (1.110, -5.262, 2.182)  -0.77
N (1.632, -3.267, 1.251)  0.49
C (3.049, -3.505, 1.330)  -1.04
H (-1.340, -3.991, 2.199)  0.26
H (-1.014, -4.622, 0.564)  0.39
H (-0.789, -2.906, 0.936)  -0.17
H (1.296, -2.409, 0.806)  0.09
H (3.338, -3.806, 2.335)  0.36
H (3.572, -2.580, 1.085)  0.34
H (3.357, -4.255, 0.596)  0.27
C (-0.452, 3.954, 2.222)  -0.23
C (-1.624, 3.622, 3.110)  0.71
O (-2.162, 4.491, 3.797)  -0.77
N (-2.025, 2.337, 3.067)  0.18
C (-3.175, 1.827, 3.772)  -0.94
H (0.484, 3.625, 2.697)  0.07
H (-0.360, 5.030, 2.121)  0.43
H (-0.476, 3.433, 1.264)  -0.20
H (-1.518, 1.706, 2.440)  0.29
H (-3.841, 1.305, 3.090)  0.14
H (-3.686, 2.651, 4.268)  0.48
H (-2.862, 1.164, 4.584)  0.25
C (2.524, 4.032, -0.152)  -0.50
C (3.442, 2.891, -0.529)  0.83
O (4.654, 3.079, -0.674)  -0.78
N (2.849, 1.686, -0.658)  1.39
C (3.575, 0.482, -1.012)  -0.99
H (2.441, 4.739, -0.976)  0.31
H (2.893, 4.508, 0.753)  0.34
H (1.514, 3.658, 0.051)  -0.32
H (1.828, 1.592, -0.607)  -0.78
H (4.608, 0.737, -1.223)  0.44
H (3.096, 0.009, -1.870)  0.26
H (3.518, -0.235, -0.189)  0.06
C (-1.575, 0.256, -3.909)  -0.18
C (-2.624, -0.826, -3.995)  0.55
O (-3.108, -1.187, -5.062)  -0.76
N (-2.944, -1.393, -2.812)  0.30
C (-3.856, -2.508, -2.721)  -1.16
H (-1.822, 1.033, -3.182)  0.24
H (-1.400, 0.676, -4.894)  0.46
H (-0.644, -0.156, -3.508)  -0.45
H (-2.476, -1.082, -1.959)  0.33
H (-3.487, -3.175, -1.939)  0.31
H (-3.923, -3.058, -3.655)  0.41
H (-4.865, -2.174, -2.458)  0.35
C (1.912, 2.361, -4.049)  -0.46
C (1.007, 3.553, -3.842)  0.81
O (0.991, 4.498, -4.625)  -0.76
N (0.226, 3.490, -2.740)  0.53
C (-0.708, 4.513, -2.398)  -1.03
H (2.273, 2.383, -5.071)  0.38
H (1.395, 1.426, -3.827)  -0.12
H (2.756, 2.423, -3.357)  0.08
H (0.223, 2.636, -2.192)  0.02
H (-0.337, 5.469, -2.767)  0.42
H (-0.785, 4.601, -1.313)  0.27
H (-1.704, 4.334, -2.811)  0.28
C (-1.867, -1.896, 3.286)  -0.84
C (-3.280, -1.763, 2.771)  0.89
O (-4.233, -2.209, 3.401)  -0.78
N (-3.392, -1.134, 1.582)  0.37
C (-4.662, -0.876, 0.977)  -0.96
H (-1.136, -1.464, 2.602)  -0.11
H (-1.638, -2.952, 3.431)  0.39
H (-1.806, -1.403, 4.254)  0.43
H (-2.556, -0.830, 1.092)  0.01
H (-4.555, -0.967, -0.113)  0.08
H (-4.973, 0.167, 1.108)  0.28
H (-5.414, -1.586, 1.295)  0.41
C (-0.035, -3.242, -2.612)  0.40
C (1.237, -2.463, -2.519)  1.22
O (1.990, -2.930, -3.664)  -0.39
S (1.775, -4.507, -3.744)  1.14
O (2.793, -5.181, -3.024)  -0.59
O (1.538, -4.861, -5.091)  -0.61
O (0.429, -4.586, -2.895)  -0.40
H (-0.660, -2.921, -3.451)  0.26
H (-0.642, -3.160, -1.715)  -0.22
H (1.796, -2.682, -1.607)  -0.08
H (1.074, -1.388, -2.536)  -0.88
C (1.313, 0.364, 3.411)  1.43
C (2.485, 1.034, 2.642)  0.95
O (3.629, 0.844, 3.488)  -0.40
S (3.175, 0.864, 4.998)  1.14
O (3.038, 2.198, 5.439)  -0.59
O (3.987, -0.023, 5.728)  -0.61
O (1.737, 0.249, 4.781)  -0.35
H (1.072, -0.604, 2.980)  -0.46
H (0.422, 0.979, 3.381)  -0.57
H (2.258, 2.070, 2.408)  -0.18
H (2.686, 0.449, 1.753)  -0.45

No. 3
The following is a DFT calculation (wB97M-V/def2-TZVPD) of C31H55BrIrNO3P3 as an isolated structure.

- strongest force on any atom (eV/Å) = 4.8
- total energy (a.u.) = -5195.4481
- charge = +4
- 2S+1 = 6

Last column: Mulliken spin population.
Cartesian coordinates (Å):
N (-0.393, 2.089, -8.213)  0.92
C (-0.813, 0.842, -7.949)  -0.01
C (-0.723, 0.279, -6.676)  0.22
C (-0.164, 1.030, -5.609)  0.02
C (0.272, 2.343, -5.920)  0.23
C (0.143, 2.813, -7.229)  -0.04
C (-0.153, 0.511, -4.260)  0.24
Ir (0.087, 0.140, -0.735)  0.77
P (-1.272, 1.268, 3.876)  0.65
C (0.156, 1.258, -3.148)  0.67
C (-0.862, 1.294, -2.110)  -0.22
C (-0.817, 2.279, -1.087)  0.22
C (-2.029, 2.615, -0.435)  -0.06
C (-3.096, 1.715, -0.485)  0.18
C (-3.092, 0.612, -1.354)  0.01
C (-1.924, 0.318, -2.079)  0.19
Br (-4.409, 1.781, 0.823)  0.04
H (-0.543, -0.505, -4.171)  0.05
H (0.951, 2.020, -3.160)  0.02
H (-1.115, -0.717, -6.487)  0.01
H (0.655, 3.003, -5.141)  0.03
H (-1.245, 0.266, -8.775)  0.02
H (0.483, 3.829, -7.481)  0.02
H (0.029, 2.968, -1.083)  0.02
H (-1.940, -0.514, -2.781)  0.01
H (-2.125, 3.585, 0.039)  0.01
H (-3.945, -0.040, -1.455)  0.00
P (2.159, 0.893, -0.132)  0.03
C (-3.103, 1.129, 3.879)  0.06
C (-3.762, 2.227, 4.708)  0.02
H (-3.360, 0.128, 4.257)  -0.01
H (-3.415, 1.200, 2.822)  0.05
H (-4.848, 2.202, 4.559)  0.00
H (-3.554, 2.067, 5.774)  0.00
H (-3.414, 3.234, 4.438)  0.00
C (-1.038, 2.559, 2.604)  0.05
C (-0.699, 3.877, 3.305)  0.03
H (-1.960, 2.634, 2.011)  0.00
H (-0.234, 2.222, 1.931)  0.03
H (-0.375, 4.636, 2.585)  0.00
H (-1.562, 4.277, 3.855)  0.00
H (0.118, 3.723, 4.027)  0.00
C (-0.810, -0.376, 3.292)  0.10
C (-0.636, -1.350, 4.458)  0.05
H (0.120, -0.241, 2.721)  -0.06
H (-1.592, -0.708, 2.598)  0.02
H (-0.081, -2.240, 4.125)  0.00
H (-0.086, -0.894, 5.291)  -0.02
H (-1.611, -1.688, 4.843)  0.00
C (2.921, 0.176, 1.397)  0.01
C (4.406, -0.174, 1.392)  0.00
H (2.313, -0.695, 1.659)  0.01
H (2.743, 0.921, 2.181)  0.01
H (4.652, -1.007, 0.722)  0.00
H (5.041, 0.682, 1.129)  0.00
H (4.687, -0.476, 2.413)  0.00
C (2.164, 2.682, 0.370)  -0.02
C (2.782, 3.723, -0.564)  0.00
H (2.683, 2.715, 1.338)  0.00
H (1.114, 2.926, 0.578)  0.00
H (3.871, 3.603, -0.657)  0.00
H (2.330, 3.707, -1.563)  0.00
H (2.598, 4.712, -0.117)  0.00
C (3.343, 0.669, -1.508)  0.01
C (2.894, -0.475, -2.396)  0.05
H (4.346, 0.493, -1.097)  0.00
H (3.401, 1.621, -2.056)  0.00
H (3.164, -0.268, -3.438)  0.00
H (3.331, -1.435, -2.104)  0.00
H (1.796, -0.594, -2.351)  0.01
C (-3.375, -3.527, 0.909)  0.00
C (-2.657, -2.493, 0.070)  -0.01
O (-1.342, -2.303, 0.693)  0.04
P (0.069, -1.979, -0.037)  0.25
O (0.253, -3.148, -1.151)  0.00
C (0.311, -4.611, -0.853)  0.00
C (-0.185, -5.032, 0.498)  0.00
O (1.038, -2.344, 1.209)  0.04
C (2.296, -3.143, 1.423)  0.01
C (2.357, -3.392, 2.904)  0.00
H (-3.126, -4.533, 0.566)  0.00
H (-4.451, -3.406, 0.816)  0.00
H (-3.096, -3.416, 1.960)  0.00
H (-2.555, -2.803, -0.986)  0.00
H (-3.158, -1.514, 0.094)  0.01
H (-0.286, -5.099, -1.640)  0.00
H (1.354, -4.902, -1.003)  0.00
H (-1.184, -4.640, 0.712)  0.00
H (-0.229, -6.134, 0.542)  0.00
H (0.495, -4.692, 1.283)  0.00
H (2.264, -4.072, 0.841)  0.00
H (3.145, -2.537, 1.082)  0.00
H (1.486, -3.972, 3.240)  0.00
H (3.257, -3.953, 3.166)  0.00
H (2.367, -2.452, 3.470)  0.00